Formula: C24H58IrP2Si4
Source: the OMol25 dataset
Level of theory: ωB97M-V/def2-TZVPD

Geometry as XYZ:
```
89
Properties=species:S:1:pos:R:3:forces:R:3
P -1.3699 5.0815 1.2870 -1.621 3.108 -0.382
P -1.8763 4.0670 -1.5895 -0.682 3.193 -1.286
C -1.7675 6.3955 -0.0029 0.533 -0.535 -0.586
C -2.5393 5.7860 -1.1611 -0.196 -0.386 0.732
H -0.8098 6.8259 -0.3368 -0.325 -0.088 0.036
H -2.3546 7.1802 0.4944 0.329 -0.196 -0.018
H -3.6085 5.6703 -0.9159 0.358 0.122 -0.050
H -2.4489 6.4071 -2.0639 -0.174 -0.292 0.213
C -0.5899 4.7560 -2.7286 0.770 -0.886 0.231
H -0.1770 3.9411 -3.3394 0.031 0.309 0.084
H 0.2313 5.2217 -2.1680 -0.181 -0.127 -0.162
H -1.0677 5.4980 -3.3793 0.113 -0.259 0.181
C -3.1575 3.7782 -2.8665 -0.150 -1.151 0.204
H -3.1509 4.6157 -3.5741 0.043 -0.215 0.198
H -4.1369 3.7023 -2.3806 0.148 -0.053 -0.206
H -2.9353 2.8373 -3.3833 -0.251 0.222 -0.101
C -0.4132 6.2081 2.3600 0.895 -0.822 0.356
H -0.1687 5.6802 3.2896 0.066 0.362 -0.062
H -1.0161 7.0999 2.5697 0.092 -0.274 -0.080
H 0.5125 6.4867 1.8455 -0.105 0.009 0.229
C -2.9967 5.2842 2.1422 -0.057 -1.225 0.332
H -3.8169 4.8513 1.5556 0.181 0.102 0.151
H -3.1746 6.3550 2.2999 0.131 -0.315 -0.051
H -2.9599 4.7717 3.1135 -0.172 0.159 -0.204
Ir 0.3495 -0.4744 1.0358 -0.583 -0.656 -2.187
C -1.0073 0.2661 -0.5013 0.502 -0.237 -0.209
C 0.3135 0.7561 -0.7628 -0.014 -0.310 0.061
C 0.7595 2.1528 -0.4270 0.360 0.846 0.110
C 1.4193 2.3484 0.9651 0.184 0.199 -0.960
C 0.8861 1.4668 2.0454 -0.065 -0.693 0.442
C -0.4871 1.1729 2.2869 0.641 -0.551 0.335
C -1.6400 1.7478 1.5328 -0.923 0.230 -0.498
C -2.0699 1.0497 0.2089 -0.244 0.332 0.643
C 0.8170 -1.4225 2.7566 0.467 -0.495 1.477
H -1.3740 -0.5555 -1.1283 0.111 0.402 0.143
H 0.8901 0.2599 -1.5543 -0.355 0.278 0.278
H -0.0878 2.8473 -0.5232 0.167 -0.229 0.069
H 1.4901 2.4704 -1.1836 -0.188 0.046 0.135
H 2.4908 2.1345 0.8539 -0.228 0.088 0.097
H 1.3563 3.4132 1.2372 0.011 0.035 0.101
H 1.5898 1.2625 2.8629 -0.392 0.127 -0.219
H -0.7383 0.7749 3.2787 0.199 0.205 -0.412
H -1.4434 2.8149 1.3142 0.067 -0.307 0.048
H -2.5180 1.7353 2.1946 0.216 0.125 -0.149
H -2.8892 0.3648 0.4520 0.079 0.113 -0.097
H -2.5008 1.8163 -0.4534 -0.113 -0.041 -0.053
H 0.3125 -2.3877 2.8796 0.244 0.166 0.236
H 0.5251 -0.7640 3.5809 0.178 -0.376 0.150
H 1.9054 -1.5731 2.8029 -0.274 -0.089 0.283
C 0.0665 -1.8758 -3.2661 -0.136 0.225 0.287
Si 1.3753 -2.7530 -2.2339 0.336 -0.412 -2.129
C 1.4621 -4.5125 -2.9360 -0.089 -0.014 0.489
C 3.0551 -1.9202 -2.4304 0.031 0.178 0.419
Si 0.9176 -2.4847 0.0985 0.893 0.687 1.107
Si -0.7832 -4.1429 0.3605 -1.677 -1.951 0.338
C -0.2377 -5.9190 -0.0190 0.317 0.309 -0.149
C -1.4536 -4.1426 2.1224 0.308 0.437 0.179
C -2.1641 -3.6160 -0.8028 0.172 0.325 -0.220
Si 2.7881 -3.8071 0.9052 0.801 -0.893 0.368
C 3.4618 -5.2138 -0.1706 -0.164 0.199 -0.174
C 4.1515 -2.5260 1.1261 -0.100 0.269 -0.018
C 2.3576 -4.6217 2.5572 -0.194 0.276 0.083
H 0.4147 -1.8883 -4.3104 -0.008 -0.046 0.236
H -0.0873 -0.8294 -2.9762 0.001 -0.233 -0.151
H -0.9036 -2.3867 -3.2304 0.241 0.098 -0.029
H 1.6854 -4.4158 -4.0097 -0.058 0.146 0.228
H 2.2464 -5.1346 -2.4901 -0.242 0.183 -0.119
H 0.5054 -5.0438 -2.8502 0.209 0.153 -0.092
H 3.0751 -0.9232 -1.9693 0.055 -0.193 -0.122
H 3.8762 -2.5114 -2.0027 -0.259 0.117 -0.129
H 3.2453 -1.8030 -3.5078 -0.137 -0.071 0.187
H 0.5634 -6.2739 0.6424 -0.220 0.116 -0.126
H -1.1119 -6.5670 0.1480 0.094 0.233 0.003
H 0.0885 -6.0641 -1.0552 -0.084 0.008 0.258
H -1.6924 -3.1309 2.4770 0.008 -0.265 -0.051
H -2.3879 -4.7258 2.1187 0.223 0.084 -0.190
H -0.7687 -4.6159 2.8388 -0.153 0.158 -0.193
H -2.4421 -2.5627 -0.6564 0.045 -0.260 -0.014
H -1.9163 -3.7672 -1.8611 -0.070 -0.009 0.254
H -3.0444 -4.2337 -0.5693 0.224 0.068 0.011
H 3.9379 -4.8523 -1.0909 -0.078 -0.104 0.186
H 4.2352 -5.7361 0.4150 -0.215 0.209 -0.077
H 2.6988 -5.9549 -0.4411 0.187 0.156 0.085
H 3.8340 -1.6794 1.7489 0.110 -0.186 -0.135
H 5.0023 -3.0156 1.6242 -0.213 0.060 -0.119
H 4.5021 -2.1269 0.1654 -0.056 -0.102 0.237
H 2.1537 -3.8847 3.3436 0.016 -0.198 -0.158
H 1.5017 -5.3068 2.4960 0.237 0.142 0.003
H 3.2347 -5.2092 2.8693 -0.177 0.130 -0.143
```
Positions in Å, forces in eV/Å.

Its expectation value of S² is 8.7717. For the lowest unoccupied orbital energy (alpha / beta), the calculation gives -4.10 / -8.87 eV. The net charge is +2. The value obtained for the molar mass is 713.24 g/mol. The energy above the lowest of the compared OMol25 structures with the same formula, charge and spin comes out at 0.0 kJ/mol. As for the spin multiplicity: 6. The calculation puts the HOMO energy (alpha / beta) at -0.3764 / -0.4927 Ha.

Atom charges from the Mulliken analysis, given in e for atoms 1 to 8: 1.1647 1.1595 -1.2683 -1.3466 0.4859 0.6299 0.4937 0.6083



Formula: C24H58N2
Source: the OMol25 dataset
Level of theory: ωB97M-V/def2-TZVPD

Geometry as XYZ:
```
84
Properties=species:S:1:pos:R:3:forces:R:3
C 106.0020 84.5240 68.2310 -4.305 0.454 3.566
C 106.8410 85.6890 68.6440 0.595 2.610 4.195
N 107.3730 86.4510 67.5660 0.822 -0.108 -1.127
C 107.5520 87.8830 67.7120 -3.392 0.651 1.225
C 108.4390 88.2390 68.8910 0.187 0.750 2.032
C 108.4310 85.9460 66.8010 0.809 -3.875 -1.838
C 108.1540 85.8930 65.2820 0.453 3.374 0.506
H 105.0340 84.8160 67.8020 0.024 0.792 0.118
H 105.5720 83.7180 68.9670 1.779 1.513 -0.819
H 106.3870 84.1090 67.4220 2.406 -2.504 -3.340
H 107.4550 85.5230 69.6470 0.503 -0.924 -2.236
H 106.4650 86.5780 69.2260 -1.915 -1.050 -0.528
H 106.5040 88.2460 67.9590 0.924 -0.067 -0.156
H 107.7120 88.3850 66.7190 0.673 -0.665 1.025
H 108.1660 87.8200 69.9920 0.106 0.755 -2.834
H 108.5620 89.3410 69.0370 -0.207 -0.777 -0.222
H 109.4120 87.8500 68.6860 0.950 -0.239 0.053
H 108.6130 84.8730 66.8530 -1.508 -1.057 1.110
H 109.4180 86.0030 67.2000 1.368 2.150 -0.125
H 107.0800 85.6770 65.2270 0.424 0.275 -0.651
H 108.7710 85.2740 64.7170 0.803 -2.286 -0.366
H 108.5430 86.8040 64.7580 -1.468 0.241 0.403
C 108.8580 83.1120 72.5930 0.778 0.590 1.998
C 108.8550 82.3430 71.3130 -6.410 0.215 1.846
N 108.2540 80.9590 71.6430 2.325 -0.496 -2.540
C 106.8270 80.7790 72.0720 2.299 0.195 1.507
C 105.9330 81.6220 71.2250 -0.893 -5.537 -2.273
C 108.6880 80.0190 70.4850 1.312 0.944 3.542
C 108.7650 78.6500 71.0790 4.582 -0.157 0.977
H 109.2200 84.1370 72.4890 0.057 0.085 -0.347
H 109.5100 82.6710 73.4050 -0.773 0.116 -0.874
H 107.8460 83.2210 72.9790 -0.074 -0.107 0.234
H 109.8420 82.2410 71.0450 1.826 -0.402 -1.700
H 108.0240 82.9770 70.7020 2.638 -1.429 0.112
H 106.8160 81.1210 73.1140 -0.103 0.384 0.009
H 106.6230 79.7150 72.2780 0.020 0.233 -1.084
H 106.1350 82.5260 71.6400 0.457 3.436 -0.392
H 104.8750 81.3590 71.5140 0.804 0.303 -1.000
H 106.3300 81.1860 70.1150 -1.830 2.363 2.534
H 109.6610 80.3340 70.0160 -0.924 -0.090 0.820
H 108.0090 79.9250 69.7360 -2.326 0.414 -2.594
H 109.1590 77.9320 70.2800 -0.024 0.685 1.469
H 107.8540 78.2840 71.3600 -2.552 -0.843 0.669
H 109.3950 78.7630 72.1360 -1.175 -0.805 -2.963
C 111.8650 87.8850 73.5140 0.652 -0.327 -6.856
C 112.0640 86.6130 72.5970 0.193 -0.088 5.264
C 111.7250 86.7120 71.2120 -4.952 1.626 -2.872
C 111.7660 85.4010 70.4450 2.256 2.262 0.469
C 111.3700 85.4380 69.0460 1.782 0.650 -1.700
C 111.6650 84.1430 68.2890 -2.848 1.224 3.005
H 110.9480 88.2730 73.6460 -3.673 0.518 0.694
H 112.3700 88.7400 73.0970 0.434 0.518 -1.044
H 112.3980 87.8220 74.3040 2.973 -1.168 6.049
H 111.3750 85.8540 73.1820 1.633 0.731 -1.467
H 113.1570 86.3910 72.7680 -1.039 -0.429 -0.270
H 112.1910 87.5950 70.6640 -0.234 -1.246 0.596
H 110.5490 86.9390 71.1720 2.055 0.260 0.176
H 111.3740 84.6280 70.9980 -1.278 -1.786 1.290
H 112.7930 85.2880 70.4470 2.667 -1.303 -0.011
H 111.8310 86.3800 68.5900 -0.446 -1.369 0.141
H 110.3770 85.5970 69.0800 -3.784 0.737 -0.462
H 111.2690 83.2690 68.7670 -0.816 -0.353 0.700
H 112.6270 83.9850 68.3780 5.268 -0.760 -0.240
H 111.3360 84.0880 67.3390 -0.929 0.249 -3.385
C 107.5090 87.0920 72.8660 -0.833 -0.906 -0.030
C 105.9610 87.2170 72.9650 2.981 -1.876 4.359
C 105.5030 87.6420 74.4180 -2.296 -1.173 -3.011
C 105.7330 89.0990 74.7840 -3.941 0.224 -3.394
C 104.9450 89.4100 76.0180 -1.768 3.624 1.746
C 105.0590 90.9000 76.4840 3.478 1.293 -9.162
H 107.6660 86.7490 71.8410 0.557 -0.632 0.203
H 107.9100 86.4170 73.6600 -0.188 0.258 -0.881
H 108.0520 88.0040 72.9020 0.280 1.131 0.364
H 105.6330 86.1870 72.8290 -0.576 0.249 -0.472
H 105.7010 87.8880 72.2580 -1.603 1.965 -2.380
H 105.8930 86.9460 75.1040 0.643 -0.963 1.042
H 104.3320 87.3440 74.2850 2.384 1.269 1.105
H 104.9700 89.4740 73.8970 2.570 0.444 1.653
H 106.7840 89.5160 74.7400 -1.332 -0.570 0.065
H 105.4600 88.9660 76.8270 -0.220 -1.477 1.172
H 103.7450 89.4350 76.0950 2.701 -1.705 -0.787
H 104.4320 91.6160 75.8330 0.519 -1.194 0.946
H 106.1480 91.3210 76.1760 -2.093 -0.940 1.219
H 104.8590 91.0650 77.4060 -1.218 0.919 6.225
```
Positions in Å, forces in eV/Å.

For the lowest unoccupied orbital energy, the calculation gives 0.80 eV. The value obtained for the molar mass is 374.74 g/mol. The SMILES is CCN(CC)CC.CCN(CC)CC.CCCCCC.CCCCCC. The energy above the lowest of the compared OMol25 structures with the same formula, charge and spin comes out at 220.5 kJ/mol. The calculation puts the HOMO energy at -0.2978 Ha.

Atom charges from the Mulliken analysis, given in e for atoms 1 to 8: -1.3652 0.5960 0.3658 -0.7900 -0.4564 -0.7829 -1.6178 0.4211



Per-record largest force on an atom, eV/A: 3.5; 9.9